The following is a quantum chemistry calculation of 10 unconnected molecules or ions with the total composition C64H156F6N7O16P3S6, from OMol25.

Each line ends with the Löwdin charge.
CARTESIAN COORDINATES (ANGSTROEM)
S  -13.71507  21.56815  6.20939  0.630
S  -10.26178  19.34530  12.12115  0.582
S  -11.63512  17.47208  11.86560  0.428
S  -11.96590  16.10420  5.47039  0.607
S  -12.53711  22.83228  7.69638  0.437
S  -11.57131  15.07672  7.52189  0.403
P  -11.14569  22.94229  1.36928  1.026
P  -12.56047  11.23966  1.80610  1.040
P  -9.18345  12.83439  14.13803  1.059
F  -14.45068  20.11351  6.25761  -0.217
F  -9.81789  20.51809  11.07470  -0.213
F  -12.85211  16.98055  10.92215  -0.231
F  -13.46289  16.75445  5.33370  -0.216
F  -11.32259  22.70937  8.77461  -0.240
F  -11.22101  15.60277  8.99538  -0.214
O  -12.19416  14.83836  4.84656  -0.236
O  -10.17814  14.78546  7.22460  -0.253
O  -11.73962  23.26632  6.51546  -0.289
O  -11.08715  17.01039  4.76080  -0.234
O  -9.07199  18.59688  12.30045  -0.228
O  -10.63783  16.40338  11.82889  -0.278
O  -13.34726  23.72003  8.52844  -0.253
O  -12.43144  17.57710  13.08419  -0.250
O  -6.72346  24.03084  6.91273  -0.117
O  -12.46173  13.93992  7.76602  -0.250
O  -17.19404  15.97155  6.56325  -0.197
O  -15.30052  23.47152  11.76684  -0.158
O  -10.71362  20.12140  13.26814  -0.239
O  -12.83345  21.39257  5.06268  -0.289
O  -7.78088  17.79039  7.27116  -0.191
O  -14.86008  22.48047  6.10638  -0.227
N  -14.86748  16.96776  8.07124  0.241
N  -12.87233  21.38069  7.73962  -0.299
N  -6.89366  25.40513  10.37773  0.216
N  -11.28702  18.87940  8.12997  0.230
N  -12.13674  16.35823  7.11796  -0.307
N  -13.53227  20.38144  10.25201  0.202
N  -11.45999  18.72761  11.06075  -0.317
C  -10.42685  12.04204  12.97563  -0.241
C  -10.68472  17.69066  1.43562  -0.096
C  -15.35980  15.54968  8.07978  -0.296
C  -7.72408  13.45401  13.28268  -0.287
C  -14.65608  9.11905  2.30461  -0.198
C  -6.43345  15.07159  11.85000  -0.273
C  -7.83597  12.75338  4.20054  -0.086
C  -8.87700  15.06289  15.75493  -0.229
C  -7.79556  14.67658  12.40239  -0.249
C  -9.41111  17.56539  16.05263  -0.107
C  -12.05590  21.38187  1.64975  -0.264
C  -10.93358  12.95369  11.83444  -0.204
C  -13.92079  21.33937  11.37769  -0.198
C  -13.94172  26.42684  3.52244  -0.137
C  -6.90184  24.93877  7.88698  -0.268
C  -14.83389  12.94464  2.59352  -0.237
C  -12.72226  22.30109  11.58675  -0.024
C  -15.24830  22.21842  11.01484  -0.123
C  -7.52284  24.32543  5.76786  -0.054
C  -7.57941  20.21674  4.35918  -0.081
C  -12.61748  23.16005  -1.14610  -0.256
C  -9.22066  21.96390  3.19977  -0.199
C  -11.35117  20.17346  1.10697  -0.256
C  -11.30040  23.55500  -0.39869  -0.220
C  -12.44858  12.60080  11.48148  -0.221
C  -9.23226  20.28058  7.63203  -0.052
C  -6.59041  24.36772  9.26582  -0.244
C  -11.19259  18.98927  2.04694  -0.268
C  -7.98190  8.90282  16.93827  -0.081
C  -16.90351  15.46213  7.82585  -0.186
C  -13.84541  23.64910  -3.30532  -0.076
C  -8.96933  17.77008  8.12955  -0.112
C  -6.44085  16.26081  11.00864  -0.118
C  -9.19863  9.85626  17.15757  -0.247
C  -13.50094  12.31791  2.97595  -0.254
C  -12.54558  23.91067  -2.48270  -0.254
C  -13.61650  24.05221  2.45742  -0.164
C  -9.89481  18.92522  7.47931  -0.210
C  -12.02806  14.24178  -1.14132  -0.256
C  -10.93626  10.85725  2.54075  -0.267
C  -18.61020  15.84153  6.24818  -0.054
C  -8.51061  11.70278  15.38828  -0.248
C  -9.44611  22.65792  1.83133  -0.278
C  -11.66536  13.44199  0.18132  -0.193
C  -9.96530  12.04089  2.88205  -0.213
C  -11.05331  15.34705  -1.59614  -0.084
C  -14.28750  25.00783  3.45977  -0.270
C  -7.55361  23.24058  9.57879  -0.029
C  -15.24848  24.57491  10.87579  -0.114
C  -15.16572  14.04895  3.52550  -0.287
C  -16.18127  7.19236  1.94370  -0.164
C  -14.82615  7.56532  2.24691  -0.273
C  -12.44888  12.03437  0.16846  -0.250
C  -8.75704  11.50908  3.78493  -0.192
C  -16.55977  14.61049  3.27981  -0.081
C  -13.59388  9.74212  1.30726  -0.221
C  -9.64186  10.74040  16.00188  -0.233
C  -7.79921  21.27903  3.30503  -0.231
C  -7.23564  16.46551  7.12885  -0.069
C  -13.47410  13.37416  12.33347  -0.093
C  -14.97012  14.85885  9.32258  -0.061
C  -9.94815  14.39960  14.86010  -0.214
C  -12.01695  24.08303  2.48426  -0.236
C  -9.41879  16.21997  16.67268  -0.261
H  -13.45291  23.91385  -4.28712  0.075
H  -12.32911  21.18240  2.68593  0.077
H  -9.26365  22.83583  3.85244  0.080
H  -8.88842  10.54442  17.94390  0.103
H  -15.37522  25.07443  3.43640  0.124
H  -12.66672  12.88612  10.45235  0.076
H  -12.17341  18.84536  2.50012  0.109
H  -12.13782  11.44362  -0.69314  0.112
H  -18.89298  16.62372  5.54369  0.097
H  -15.32212  13.82763  9.29463  0.111
H  -12.95488  21.49298  1.04346  0.093
H  -17.40880  15.97847  8.64206  0.138
H  -14.29141  26.95030  4.41227  0.083
H  -10.11788  10.07326  15.28326  0.103
H  -19.23288  16.02326  7.12416  0.093
H  -10.59822  13.25966  0.05457  0.094
H  -11.56397  17.14047  1.10049  0.068
H  -6.36526  25.85761  7.65054  0.142
H  -13.85770  16.98504  8.08290  0.093
H  -10.40888  10.15863  1.89122  0.105
H  -14.65227  24.33685  -3.05217  0.077
H  -14.32623  7.21904  1.34233  0.112
H  -7.28317  9.23370  16.16990  0.062
H  -16.10383  21.56463  11.18437  0.118
H  -6.55843  19.85349  4.24189  0.094
H  -12.11657  13.52465  -1.95741  0.106
H  -13.26023  14.43226  12.18248  0.059
H  -10.86925  14.18585  15.40230  0.104
H  -11.36616  15.69783  -2.57959  0.084
H  -8.60568  23.45807  9.39457  0.098
H  -12.63101  11.52849  11.55197  0.109
H  -7.38600  16.35663  10.47420  0.058
H  -10.15090  17.51929  15.25345  0.064
H  -9.94904  11.11865  12.64831  0.098
H  -8.30946  15.57964  12.73178  0.100
H  -14.29896  24.99986  10.55032  0.084
H  -12.77680  13.12717  3.06986  0.054
H  -8.04382  12.22733  16.22198  0.098
H  -10.57484  12.85850  3.26686  0.084
H  -15.97819  24.45156  10.07554  0.094
H  -13.45641  11.76522  3.91438  0.110
H  -7.08143  22.09807  3.35050  0.098
H  -8.15651  20.25005  7.45902  0.080
H  -10.78698  16.06866  -0.82384  0.042
H  -12.89369  26.63318  3.73963  0.070
H  -10.04098  9.26693  17.51984  0.114
H  -8.43716  17.80198  15.62421  0.084
H  -11.65462  23.67829  -3.06603  0.114
H  -17.29869  13.81115  3.22366  0.081
H  -11.60564  23.77729  3.44626  0.078
H  -12.79413  22.10039  -1.33056  0.106
H  -14.03847  24.63267  4.45241  0.095
H  -12.34026  22.72175  10.65658  0.057
H  -14.66384  7.01880  3.17592  0.120
H  -15.61550  9.57253  2.05564  0.094
H  -11.24863  11.61561  13.55091  0.086
H  -9.70254  18.25297  16.84661  0.088
H  -14.23880  22.63562  -3.22652  0.074
H  -10.13123  15.06465  14.01613  0.062
H  -16.53838  7.68782  1.04088  0.086
H  -14.48346  14.89059  3.40610  0.098
H  -7.89591  20.49281  5.36502  0.042
H  -7.38635  22.86361  10.58776  0.097
H  -7.65395  20.80813  2.33279  0.105
H  -12.44195  24.91425  -2.07016  0.107
H  -14.96776  13.79875  4.56776  0.112
H  -10.13678  17.93808  0.52641  0.074
H  -14.52749  9.44354  3.33721  0.097
H  -15.22716  17.64547  8.72809  0.164
H  -13.53167  12.08233  0.05287  0.073
H  -10.31106  12.68668  10.98046  0.109
H  -14.00890  10.05241  0.34832  0.083
H  -10.45718  23.18511  -0.98201  0.098
H  -5.55837  24.29658  9.60923  0.165
H  -10.79911  14.02208  12.00341  0.064
H  -7.68568  15.84328  6.35528  0.079
H  -5.93442  14.21138  11.40378  0.121
H  -10.03655  21.35753  3.59313  0.096
H  -7.89170  25.55820  10.35377  0.155
H  -7.25177  25.30098  5.36423  0.104
H  -8.15691  10.66776  3.43833  0.108
H  -12.97778  23.20315  12.14270  0.096
H  -10.30090  20.29242  0.84074  0.100
H  -9.04292  22.09619  0.98873  0.092
H  -9.00408  23.63555  1.63910  0.108
H  -11.75213  18.05727  7.77238  0.074
H  -6.15252  16.43684  7.01000  0.096
H  -8.30250  19.41153  4.22927  0.066
H  -9.55298  12.40983  1.94291  0.093
H  -8.60395  24.21971  5.85799  0.092
H  -7.65337  8.66575  17.95019  0.080
H  -7.89542  15.21448  15.30592  0.108
H  -6.98045  13.66653  14.05077  0.103
H  -14.33098  19.83126  9.97012  0.150
H  -14.02697  20.70739  12.25941  0.152
H  -13.92332  14.87233  9.62611  0.061
H  -6.80632  25.07186  11.32715  0.172
H  -7.26881  13.11066  3.34102  0.067
H  -15.34741  22.37406  9.94057  0.103
H  -15.57429  15.05816  10.20766  0.102
H  -9.22353  11.00628  4.63209  0.090
H  -13.01048  14.66784  -0.93776  0.098
H  -11.10734  24.62754  -0.37651  0.099
H  -13.31183  13.00147  13.34484  0.070
H  -10.47735  19.15264  2.85306  0.087
H  -14.85745  15.13606  7.20533  0.141
H  -9.09707  20.67370  8.63964  0.066
H  -5.64989  16.05162  10.28843  0.089
H  -7.19168  22.40750  8.97621  0.094
H  -8.65260  14.34502  16.54386  0.087
H  -14.53791  13.18946  12.18418  0.073
H  -7.88784  25.39132  7.99238  0.134
H  -9.54920  21.04553  6.92315  0.082
H  -14.31037  27.10608  2.75379  0.087
H  -12.83094  19.74512  10.60320  0.052
H  -16.92998  7.57211  2.63892  0.084
H  -11.42585  24.99289  2.38010  0.092
H  -11.81204  19.98267  0.13780  0.122
H  -10.36674  16.03589  17.17827  0.119
H  -8.67645  16.18486  17.47005  0.108
H  -5.73545  15.43677  12.60335  0.123
H  -10.02171  18.66170  6.42929  0.131
H  -14.76935  13.40790  1.60898  0.121
H  -8.59625  14.40206  11.71564  0.095
H  -7.25020  23.69951  4.91816  0.075
H  -15.11849  17.31825  7.15787  0.139
H  -9.49559  16.81854  8.20514  0.080
H  -11.82825  19.70863  7.93110  0.081
H  -13.11640  20.85333  9.46178  0.056
H  -6.27514  17.16116  11.60025  0.089
H  -14.01795  24.20369  1.45543  0.100
H  -16.35092  6.11644  1.90231  0.095
H  -8.30559  13.64211  4.62211  0.050
H  -13.52412  23.46539  -0.62373  0.099
H  -10.15436  14.74176  -1.71285  0.073
H  -18.89646  14.88506  5.81077  0.096
H  -6.49379  26.31692  10.20786  0.173
H  -7.43132  16.01312  8.10104  0.068
H  -7.42777  12.60236  12.67030  0.111
H  -13.88773  23.05475  2.80328  0.090
H  -8.53617  18.03502  9.09406  0.124
H  -7.07504  12.42303  4.90761  0.065
H  -10.08416  17.11932  2.14343  0.073
H  -16.75054  15.25647  4.13680  0.051
H  -11.09348  10.27540  3.44895  0.095
H  -17.20647  14.41513  7.81622  0.146
H  -15.61580  12.18535  2.57991  0.119
H  -11.85613  14.03174  1.07792  0.092
H  -16.73592  15.15749  2.35360  0.086
H  -11.37506  18.91374  9.13554  0.080
H  -15.79599  25.37643  11.37167  0.096
H  -8.26386  7.90860  16.59169  0.069
H  -10.40706  11.48077  16.23516  0.096
H  -12.89978  8.96882  0.97810  0.090
H  -7.66386  11.14915  14.98255  0.089
H  -12.00385  21.87772  12.28871  0.062

Its net charge is +4. The calculation puts the highest occupied orbital energy at -16.387 eV. For the frontier orbital gap, the calculation gives 8.9314 eV.